#A
The following is a DFT calculation (the ωB97M-V functional and the def2-TZVPD basis) of 2 unconnected molecules or ions with the total composition C3H2OS.

Results
HOMO (spin up / spin down): -8.541 / -10.188 eV
Kohn-Sham gap (spin up / spin down): 6.30 / 8.64 eV

```
! RIJCOSX wB97M-V def2-TZVPD def2/J DEFGRID3
* xyz 0 1
C 2.34 0.37 -0.24
C 0.10 -0.08 0.17
C -1.15 -0.19 0.23
O -3.54 -0.04 1.12
S -2.84 -0.06 -0.20
H 2.11 0.42 -1.26
H 2.98 -0.42 0.18
*
```

These are the natural (NBO) partial charges, in e, on atoms 1 to 2:
1 C 0.02
2 C -0.04

=====

#B
The following is a DFT calculation (the ωB97M-V functional and the def2-TZVPD basis) of 2 unconnected molecules or ions with the total composition C3H2OS.

Results
HOMO (spin up / spin down): -8.833 / -8.835 eV
SMILES string: C1=CC=1.O=S
Kohn-Sham gap (spin up / spin down): 6.97 / 6.97 eV

```
! RIJCOSX wB97M-V def2-TZVPD def2/J DEFGRID3
* xyz 0 1
C -0.60 0.89 -0.26
C 0.27 0.33 -1.12
C -1.09 -0.06 -1.17
O 0.06 -0.94 1.63
S 1.02 -2.05 1.93
H -1.01 1.68 0.33
H 1.35 0.15 -1.33
*
```

These are the natural (NBO) partial charges, in e, on atoms 1 to 2:
1 C -0.17
2 C -0.19

=====

Least stable of them? #A.

=====

#A
The following is a DFT calculation (the ωB97M-V functional and the def2-TZVPD basis) of 13 unconnected molecules or ions with the total composition H26O13.

Results
HOMO: -10.001 eV
Kohn-Sham gap: 9.84 eV

```
! RIJCOSX wB97M-V def2-TZVPD def2/J DEFGRID3
* xyz 0 1
O 0.40 3.27 1.05
H 0.59 2.60 1.72
H -0.16 2.80 0.41
O 1.46 1.91 -2.09
H 0.64 2.11 -2.56
H 1.17 1.45 -1.29
O 2.99 0.67 0.10
H 2.19 0.58 0.63
H 3.06 1.62 -0.04
O -1.56 -2.31 2.21
H -1.64 -2.00 3.12
H -0.71 -1.97 1.89
O -2.14 -2.00 -1.12
H -1.67 -2.09 -1.97
H -2.92 -2.56 -1.19
O -0.15 -1.34 -2.98
H -0.01 -1.72 -3.85
H 0.73 -1.37 -2.53
O -0.06 0.41 -0.09
H -0.24 0.21 0.84
H -0.51 -0.30 -0.58
O 1.73 1.27 2.81
H 0.82 1.25 3.14
H 2.27 1.58 3.54
O -3.27 0.43 0.04
H -3.80 0.07 0.77
H -2.80 -0.34 -0.32
O -1.17 1.34 -3.23
H -0.90 0.47 -2.89
H -0.89 1.32 -4.15
O 2.07 -1.62 -1.54
H 2.92 -1.26 -1.83
H 1.95 -1.21 -0.67
O 1.26 -2.04 1.36
H 1.04 -2.83 0.85
H 1.91 -2.34 2.01
O -1.23 1.22 2.58
H -1.75 2.03 2.60
H -1.60 0.66 3.27
*
```

These are the natural (NBO) partial charges, in e, on atoms 1 to 2:
1 O -0.96
2 H 0.47

=====

#B
The following is a DFT calculation (the ωB97M-V functional and the def2-TZVPD basis) of 13 unconnected molecules or ions with the total composition H26O13.

Results
HOMO: -10.319 eV
Kohn-Sham gap: 9.97 eV

```
! RIJCOSX wB97M-V def2-TZVPD def2/J DEFGRID3
* xyz 0 1
O -0.89 -1.86 -3.00
H -1.78 -1.82 -3.37
H -1.03 -1.98 -2.06
O -2.74 1.03 0.20
H -2.25 1.01 1.03
H -3.55 1.50 0.42
O 0.22 1.39 -2.37
H 0.09 1.15 -3.29
H -0.35 2.14 -2.23
O 2.01 -2.67 -1.26
H 2.88 -3.00 -1.01
H 2.12 -1.73 -1.31
O 3.70 -0.27 1.22
H 4.31 -0.70 0.61
H 3.23 0.36 0.67
O -0.36 3.88 1.39
H -0.22 4.67 1.90
H -0.01 3.17 1.93
O -2.26 -2.20 -0.74
H -1.72 -2.57 -0.04
H -2.17 -1.25 -0.64
O -1.62 3.07 -1.05
H -1.98 2.25 -0.71
H -1.32 3.55 -0.28
O -1.85 -1.76 2.26
H -1.90 -0.82 2.07
H -0.91 -1.94 2.33
O 0.78 1.86 2.85
H 0.55 2.09 3.75
H 1.05 0.95 2.90
O -0.26 -3.54 0.72
H 0.17 -4.38 0.87
H 0.43 -2.97 0.38
O 0.05 -0.26 0.27
H -0.36 0.04 -0.55
H 0.25 0.55 0.74
O 2.71 0.00 -1.50
H 3.17 0.84 -1.46
H 1.79 0.23 -1.63
*
```

These are the natural (NBO) partial charges, in e, on atoms 1 to 2:
1 O -0.97
2 H 0.46

=====

#C
The following is a DFT calculation (the ωB97M-V functional and the def2-TZVPD basis) of a molecular structure, H26O13.

Results
HOMO: -7.133 eV
Kohn-Sham gap: 6.00 eV

```
! RIJCOSX wB97M-V def2-TZVPD def2/J DEFGRID3
* xyz 0 1
O -1.74 1.48 0.68
H -2.63 1.16 0.56
H -1.75 1.94 1.52
O -0.18 1.03 -2.02
H -1.13 1.13 -2.02
H 0.15 1.92 -1.91
O 1.55 -1.81 1.20
H 0.78 -2.06 0.68
H 2.28 -1.86 0.57
O 0.29 -2.40 -0.45
H 0.26 -3.30 -0.76
H -0.62 -2.17 -0.28
O 2.78 -0.89 -0.46
H 2.55 -0.30 -1.19
H 3.73 -0.79 -0.37
O 0.40 0.26 -0.02
H -0.32 0.78 -0.37
H 0.52 -0.44 -0.67
O -1.86 0.54 -1.07
H -2.56 1.17 -0.89
H -2.22 -0.03 -1.76
O 1.87 0.39 1.38
H 1.32 0.43 0.59
H 1.58 -0.40 1.83
O -0.59 0.21 2.34
H -0.80 -0.13 1.47
H -0.02 -0.46 2.72
O -1.48 2.81 -1.00
H -1.21 3.59 -0.52
H -1.51 2.12 -0.33
O -1.52 -1.01 0.41
H -1.45 -0.16 -0.02
H -2.41 -1.30 0.22
O 2.07 -2.65 -1.35
H 1.25 -2.17 -1.23
H 2.75 -1.98 -1.36
O 0.12 2.13 1.25
H -0.63 1.77 0.78
H 0.38 1.44 1.87
*
```

These are the natural (NBO) partial charges, in e, on atoms 1 to 2:
1 O -0.88
2 H 0.49

=====

#D
The following is a DFT calculation (the ωB97M-V functional and the def2-TZVPD basis) of 13 unconnected molecules or ions with the total composition H26O13.

Results
HOMO: -9.943 eV
Kohn-Sham gap: 9.68 eV

```
! RIJCOSX wB97M-V def2-TZVPD def2/J DEFGRID3
* xyz 0 1
H -0.76 -0.10 -0.61
H 0.78 -0.06 -0.46
H -0.35 3.67 0.65
H 0.84 4.20 -0.34
H -4.17 -1.86 0.09
H -3.07 -1.07 0.73
H -1.29 0.41 1.91
H -0.12 1.31 2.30
H 3.36 1.33 -0.62
H 1.85 1.29 -0.57
H -1.41 -4.24 -3.27
H -0.91 -3.89 -1.88
H -2.37 -0.97 2.60
H -2.06 -1.91 3.86
H 4.19 -1.79 -1.05
H 3.52 -2.38 -2.37
H -1.04 2.17 -1.07
H 0.17 1.64 -0.66
H -0.08 -0.79 3.16
H 1.05 -0.85 2.25
H 4.95 1.37 0.08
H 4.59 0.04 -0.42
H -3.75 2.65 -2.23
H -3.72 3.63 -3.45
H -0.35 -1.94 1.50
H -0.93 -1.94 0.07
O 0.00 -0.02 0.00
O 0.49 4.06 0.60
O -3.35 -1.41 -0.15
O -0.88 1.28 1.78
O 2.64 0.76 -0.70
O -0.83 -3.60 -2.82
O -2.00 -0.93 3.49
O 3.94 -1.62 -1.90
O -0.49 1.41 -1.28
O 0.78 -0.41 3.00
O 5.28 0.48 0.21
O -3.76 2.61 -3.22
O -0.74 -2.53 0.81
*
```

These are the natural (NBO) partial charges, in e, on atoms 1 to 2:
1 H 0.50
2 H 0.47

=====

Least stable of them? #C.

=====

#A
The following is a DFT calculation (the ωB97M-V functional and the def2-TZVPD basis) of 13 unconnected molecules or ions with the total composition H26O13.

Results
HOMO: -8.851 eV
Kohn-Sham gap: 8.68 eV

```
! RIJCOSX wB97M-V def2-TZVPD def2/J DEFGRID3
* xyz 0 1
H -0.26 1.28 -0.38
H -0.24 -0.19 0.01
H 3.43 -1.64 2.34
H 3.50 -1.92 0.85
H -1.80 -2.67 -3.46
H -1.50 -1.54 -2.48
H 1.11 -2.89 -0.64
H -0.34 -2.45 -0.82
H 0.14 2.00 2.62
H -0.37 2.85 1.47
H -1.85 -0.85 1.64
H -3.18 -0.80 2.36
H 1.00 0.45 -1.94
H 2.10 -0.23 -2.73
H 2.57 4.57 -1.75
H 3.08 3.16 -2.00
H 1.06 -2.11 2.80
H 1.48 -0.66 2.68
H 2.54 -1.10 -0.54
H 3.88 -0.57 -0.06
H -3.24 0.86 0.45
H -3.50 1.51 -0.90
H -1.31 4.40 1.07
H -1.79 4.01 -0.32
H -3.03 -2.61 -0.26
H -4.50 -2.88 0.00
O 0.06 0.67 0.30
O 3.94 -2.13 1.68
O -1.07 -2.14 -3.11
O 0.52 -2.14 -0.50
O 0.24 2.14 1.67
O -2.64 -0.32 1.73
O 1.71 -0.20 -1.85
O 2.31 3.72 -2.13
O 1.04 -1.27 3.27
O 3.36 -0.72 -0.86
O -2.91 1.55 -0.14
O -1.68 3.66 0.57
O -3.85 -2.82 -0.71
*
```

These are the natural (NBO) partial charges, in e, on atoms 1 to 2:
1 H 0.47
2 H 0.44

=====

#B
The following is a DFT calculation (the ωB97M-V functional and the def2-TZVPD basis) of 13 unconnected molecules or ions with the total composition H26O13.

Results
HOMO: -10.850 eV
Kohn-Sham gap: 10.57 eV

```
! RIJCOSX wB97M-V def2-TZVPD def2/J DEFGRID3
* xyz 0 1
H -0.05 -0.71 0.15
H -0.22 0.78 -0.06
H -3.96 -0.88 -1.26
H -4.07 -0.59 0.23
H -2.78 3.01 -0.97
H -1.78 2.95 0.17
H 6.27 0.03 0.90
H 4.85 -0.05 0.37
H 1.56 2.63 0.16
H 1.48 3.77 1.16
H 1.14 -0.30 2.77
H 1.39 1.14 3.17
H 4.17 -3.27 0.35
H 4.08 -3.18 -1.17
H -0.19 3.47 -4.56
H -0.22 2.36 -3.52
H -2.30 -2.82 0.15
H -2.24 -3.28 1.60
H -0.03 -1.03 -4.27
H 1.28 -1.13 -3.50
H 0.85 0.72 -2.06
H -0.38 1.46 -1.57
H 0.55 -3.24 1.11
H 0.07 -3.89 2.40
H -3.21 1.15 2.54
H -3.66 2.59 2.72
O 0.45 0.09 -0.05
O -3.74 -1.24 -0.40
O -2.63 2.59 -0.12
O 5.35 0.04 1.19
O 0.94 3.09 0.74
O 1.22 0.27 3.54
O 3.54 -3.18 -0.37
O -0.78 3.02 -3.95
O -2.49 -3.58 0.72
O 0.49 -0.59 -3.58
O 0.42 1.58 -2.09
O 0.70 -4.01 1.68
O -3.79 1.70 3.07
*
```

These are the natural (NBO) partial charges, in e, on atoms 1 to 2:
1 H 0.47
2 H 0.47

=====

#C
The following is a DFT calculation (the ωB97M-V functional and the def2-TZVPD basis) of a molecular structure, H26O13.

Results
HOMO: -7.539 eV
Kohn-Sham gap: 7.34 eV

```
! RIJCOSX wB97M-V def2-TZVPD def2/J DEFGRID3
* xyz 0 1
H 0.53 0.04 0.05
H -0.03 -0.67 -1.17
H 3.79 -0.11 2.36
H 4.24 -1.45 1.79
H 1.41 -2.65 2.95
H -0.09 -2.43 2.99
H 1.46 -0.90 -2.01
H 1.72 0.53 -1.58
H 2.66 2.77 -1.27
H 4.17 2.86 -1.44
H -2.10 1.27 1.34
H -2.78 -0.08 1.41
H -1.53 3.57 1.05
H -0.94 4.97 1.10
H -4.05 1.81 -0.58
H -5.52 2.20 -0.51
H -1.09 -1.40 -0.06
H -2.40 -1.27 -0.82
H 1.01 3.03 0.37
H 1.93 4.00 1.09
H 4.40 -1.55 -2.08
H 3.16 -0.75 -1.70
H -0.03 -4.41 0.40
H 0.11 -3.69 -0.94
H -3.74 -2.75 -0.59
H -3.81 -1.76 -1.74
O 0.12 0.21 -0.81
O 3.69 -0.68 1.59
O 0.61 -2.99 3.34
O 1.13 0.00 -2.13
O 3.43 2.24 -1.51
O -2.29 0.55 1.95
O -0.94 4.16 0.58
O -4.63 2.57 -0.43
O -1.72 -1.91 -0.57
O 1.02 3.69 1.08
O 3.66 -1.54 -1.46
O -0.46 -3.74 -0.15
O -3.93 -2.69 -1.53
*
```

These are the natural (NBO) partial charges, in e, on atoms 1 to 2:
1 H 0.45
2 H 0.49

=====

#D
The following is a DFT calculation (the ωB97M-V functional and the def2-TZVPD basis) of 13 unconnected molecules or ions with the total composition H26O13.

Results
HOMO: -10.004 eV
Kohn-Sham gap: 9.39 eV

```
! RIJCOSX wB97M-V def2-TZVPD def2/J DEFGRID3
* xyz 0 1
O -1.82 -0.83 2.75
H -1.73 -0.92 3.69
H -1.56 0.11 2.61
O -2.81 0.80 0.35
H -3.29 1.26 1.02
H -2.61 1.49 -0.24
O -0.32 -2.96 1.77
H -0.98 -2.26 1.89
H -0.02 -3.13 2.64
O 2.67 1.54 -0.09
H 2.77 0.60 -0.13
H 3.32 1.84 0.55
O 0.14 2.83 0.05
H -0.56 2.58 -0.55
H 0.83 2.17 0.06
O 1.41 -0.19 2.60
H 2.07 -0.75 2.26
H 0.87 -0.13 1.76
O -2.88 -0.86 -2.08
H -2.81 -0.40 -1.26
H -2.97 -0.15 -2.72
O -0.06 -0.78 -2.30
H -0.97 -0.81 -2.64
H 0.37 -1.55 -2.72
O -0.90 1.73 2.66
H -0.86 2.04 1.71
H -0.64 2.45 3.28
O 2.95 -0.59 -2.29
H 2.14 -0.11 -2.20
H 3.05 -0.91 -3.22
O -0.01 -0.26 0.29
H 0.01 -0.22 -0.67
H -0.93 -0.05 0.48
O 1.20 -3.04 -0.51
H 1.52 -3.36 0.36
H 0.91 -2.13 -0.38
O 1.22 1.53 -2.95
H 0.81 2.35 -3.15
H 0.45 1.04 -2.67
*
```

These are the natural (NBO) partial charges, in e, on atoms 1 to 2:
1 O -0.98
2 H 0.47

=====

Least stable of them? #C.

=====

#A
The following is a DFT calculation (the ωB97M-V functional and the def2-TZVPD basis) of 13 unconnected molecules or ions with the total composition H26O13.

Results
HOMO: -11.184 eV
Kohn-Sham gap: 11.11 eV

```
! RIJCOSX wB97M-V def2-TZVPD def2/J DEFGRID3
* xyz 0 1
O 6.51 1.92 -1.49
H 7.24 1.80 -0.88
H 6.01 1.11 -1.44
O -0.03 2.47 5.03
H -0.18 2.46 5.97
H -0.77 1.98 4.67
O 0.27 1.88 -4.30
H 0.15 2.75 -4.67
H -0.50 1.39 -4.59
O 0.01 -2.94 3.83
H 0.27 -2.51 3.02
H -0.78 -2.48 4.10
O -5.26 1.69 -1.78
H -5.58 2.23 -2.50
H -5.05 2.32 -1.09
O -3.66 -0.12 3.94
H -3.94 -0.62 3.17
H -4.24 0.64 3.96
O 0.19 -0.22 0.27
H 0.80 0.04 -0.42
H -0.61 0.28 0.09
O 3.80 -1.34 -2.58
H 3.33 -0.92 -3.30
H 4.67 -1.53 -2.95
O 2.88 4.83 -0.21
H 3.53 5.02 0.47
H 3.30 4.15 -0.74
O 3.82 0.51 4.25
H 3.04 1.03 4.03
H 3.87 -0.14 3.55
O -3.11 -1.53 -4.34
H -2.82 -2.15 -3.67
H -3.85 -1.08 -3.94
O -0.47 -4.49 -1.67
H 0.03 -3.86 -1.14
H 0.18 -5.11 -1.98
O -4.42 -3.01 0.12
H -3.69 -3.56 -0.16
H -4.96 -2.91 -0.66
*
```

These are the natural (NBO) partial charges, in e, on atoms 1 to 2:
1 O -0.94
2 H 0.47

=====

#B
The following is a DFT calculation (the ωB97M-V functional and the def2-TZVPD basis) of 13 unconnected molecules or ions with the total composition H26O13.

Results
HOMO: -10.753 eV
Kohn-Sham gap: 10.99 eV

```
! RIJCOSX wB97M-V def2-TZVPD def2/J DEFGRID3
* xyz 0 1
O -1.51 -1.28 -2.15
H -2.32 -1.92 -2.00
H -0.93 -1.93 -2.55
O 0.92 -2.40 2.11
H 1.63 -3.02 1.98
H 1.27 -1.46 1.86
O -0.73 4.16 -0.73
H -0.38 4.86 -1.20
H -1.15 3.56 -1.35
O 0.23 1.75 2.81
H -0.72 1.83 2.63
H 0.20 1.63 3.76
O 0.89 1.69 -0.67
H 0.86 2.64 -0.64
H -0.03 1.39 -0.34
O -1.19 0.11 0.32
H -1.73 -0.48 0.90
H -1.35 -0.32 -0.55
O 3.65 -2.17 1.15
H 3.45 -2.66 0.33
H 3.10 -1.34 1.16
O 1.86 0.29 1.41
H 1.23 0.75 2.05
H 1.87 0.93 0.69
O -2.29 2.42 1.75
H -2.06 3.34 1.57
H -2.33 2.05 0.88
O -2.34 1.65 -2.52
H -1.62 1.03 -2.49
H -3.07 1.05 -2.30
O 0.54 -3.03 -2.52
H 0.74 -3.10 -3.50
H 1.16 -2.30 -2.24
O 2.03 -0.88 -1.48
H 2.96 -0.73 -1.24
H 1.65 -0.11 -1.09
O -1.72 -2.39 1.24
H -2.03 -3.14 1.77
H -0.76 -2.47 1.19
*
```

These are the natural (NBO) partial charges, in e, on atoms 1 to 2:
1 O -1.00
2 H 0.48

=====

Least stable of them? #A.